[1]
9
Properties=species:S:1:pos:R:3:lowdin_charge:R:1 method="wB97M-V/def2-TZVPD" orbital_gap_ha="0.2827 / 0.2827" multiplicity=1 lumo_energy_ha="-0.0156 / -0.0155" homo_energy_ev="-8.12 / -8.11"
C -0.994 0.820 -0.222 -0.580
C -1.980 -0.147 -0.114 -0.249
O 3.531 0.372 0.030 -0.522
S 0.569 0.753 -0.118 0.672
S 2.355 -0.771 -0.172 0.466
H -2.452 -0.634 -1.025 0.114
H -2.983 0.108 0.425 0.118
H -1.534 -1.022 0.294 0.056
H 3.489 0.519 0.900 -0.076

[2]
8
Properties=species:S:1:pos:R:3:lowdin_charge:R:1 method="wB97M-V/def2-TZVPD" orbital_gap_ha="0.2706 / 0.2855" multiplicity=1 lumo_energy_ha="-0.0315 / -0.0350" homo_energy_ev="-8.22 / -8.72"
C -1.060 1.522 0.420 -0.113
C -0.398 0.510 0.886 -0.070
P 1.690 -1.519 -0.896 0.213
P -0.248 -1.988 -0.971 0.223
H -0.708 2.580 0.648 0.085
H -1.902 1.303 -0.098 -0.001
H 0.482 0.279 1.351 -0.036
H 2.145 -2.686 -1.340 -0.301

[3]
9
Properties=species:S:1:pos:R:3:lowdin_charge:R:1 method="wB97M-V/def2-TZVPD" orbital_gap_ha=0.2572 multiplicity=1 lumo_energy_ha=-0.0415 homo_energy_ev=-8.13
C 0.659 0.596 0.207 -0.565
C 0.820 -0.681 -0.270 -0.147
P -1.045 1.683 -0.067 0.422
P -2.569 0.256 0.003 0.038
S -1.661 -1.551 -0.009 0.034
H 0.838 0.724 1.271 0.068
H 1.069 1.376 -0.366 0.002
H 0.888 -1.100 -1.352 0.112
H 1.001 -1.303 0.582 0.034

[4]
11
Properties=species:S:1:pos:R:3:lowdin_charge:R:1 method="wB97M-V/def2-TZVPD" orbital_gap_ha=0.3013 multiplicity=1 lumo_energy_ha=-0.0039 homo_energy_ev=-8.31
C -1.148 -0.187 -0.671 -0.639
C 1.039 -0.193 0.475 -1.186
P 0.511 0.779 -1.049 0.582
P -0.815 -0.546 1.117 0.552
S 0.026 2.420 0.213 0.090
S -1.110 1.436 1.735 0.094
S 1.888 -1.703 0.133 0.617
H -1.959 0.516 -0.877 0.024
H -1.335 -0.962 -1.307 -0.017
H 1.573 0.512 1.239 0.044
H 1.329 -2.072 -1.007 -0.161

[5]
7
Properties=species:S:1:pos:R:3:lowdin_charge:R:1 method="wB97M-V/def2-TZVPD" orbital_gap_ha=0.2918 multiplicity=1 lumo_energy_ha=0.0040 homo_energy_ev=-7.83
C 1.446 -0.020 -0.089 -0.372
C -1.383 0.005 -0.134 -0.426
S 0.005 -0.868 -0.108 0.881
H 2.248 -0.579 0.165 -0.062
H 1.457 1.064 -0.231 0.019
H -2.299 -0.528 0.114 0.000
H -1.475 0.925 0.282 -0.040

[6]
8
Properties=species:S:1:pos:R:3:lowdin_charge:R:1 method="wB97M-V/def2-TZVPD" orbital_gap_ha=0.3149 multiplicity=1 lumo_energy_ha=-0.0059 smiles="CC(=S)S" homo_energy_ev=-8.73
C 0.910 0.518 0.055 -0.236
C -0.453 0.008 0.004 -1.339
S -1.750 0.915 0.285 0.656
S -0.633 -1.690 -0.331 0.724
H 1.233 0.435 -1.013 0.086
H 0.889 1.592 0.324 0.070
H 1.745 -0.215 0.559 0.140
H -1.942 -1.563 0.117 -0.101

[7]
9
Properties=species:S:1:pos:R:3:lowdin_charge:R:1 method="wB97M-V/def2-TZVPD" orbital_gap_ha="0.2242 / 0.3011" multiplicity=1 lumo_energy_ha="-0.0552 / -0.0243" homo_energy_ev="-7.61 / -8.85"
C 1.969 -0.318 -0.858 -1.239
C -1.830 0.103 0.439 -0.533
S 2.800 -1.021 -2.035 0.651
S 1.585 0.222 0.603 0.788
S -1.136 -0.360 -1.188 0.507
H -1.788 1.188 0.459 0.018
H -1.442 -0.313 1.245 -0.046
H -2.874 -0.060 0.271 0.013
H 2.716 0.559 1.063 -0.159

[8]
9
Properties=species:S:1:pos:R:3:lowdin_charge:R:1 method="wB97M-V/def2-TZVPD" orbital_gap_ha=0.3489 multiplicity=1 lumo_energy_ha=0.0212 smiles=SC1(S)CS1 homo_energy_ev=-8.92
S -1.111 -1.036 -1.074 0.719
C -0.007 0.166 -0.407 -1.385
S -0.758 1.899 -0.205 0.645
C 0.945 -0.219 0.921 -0.425
S 1.747 -0.153 -0.688 0.765
H -0.808 -1.811 -0.141 -0.191
H -1.624 1.718 -1.213 -0.165
H 1.053 0.570 1.518 -0.002
H 0.563 -1.135 1.290 0.041

[9]
11
Properties=species:S:1:pos:R:3:lowdin_charge:R:1 method="wB97M-V/def2-TZVPD" orbital_gap_ha="0.2845 / 0.2824" multiplicity=1 lumo_energy_ha="-0.4618 / -0.4646" total_charge=+2 homo_energy_ev="-20.31 / -20.33"
H -1.980 0.766 0.609 0.133
O -0.760 1.315 -0.963 0.027
O 0.524 0.816 -1.162 0.117
C -1.127 1.394 0.317 0.149
H -1.227 2.445 0.616 0.165
Ag 2.037 -1.957 -2.502 0.974
O 0.941 -0.788 -0.585 -0.124
C 0.648 -1.026 0.701 0.081
H 1.504 -1.520 1.181 0.151
H -0.294 0.172 0.918 0.195
H -0.265 -1.616 0.871 0.132

[10]
8
Properties=species:S:1:pos:R:3:lowdin_charge:R:1 method="wB97M-V/def2-TZVPD" orbital_gap_ha=0.3665 multiplicity=1 lumo_energy_ha=-0.0095 smiles="BC=C" homo_energy_ev=-10.23
B -0.012 -0.544 -1.099 -0.077
C -0.618 0.235 -0.003 -0.147
C 0.245 0.374 1.151 0.056
H 0.926 -1.265 -0.750 0.040
H -0.383 -0.427 -2.217 0.013
H -1.572 0.586 -0.076 0.027
H 0.204 1.039 2.077 0.081
H 1.209 0.002 0.917 0.006

[11]
8
Properties=species:S:1:pos:R:3:lowdin_charge:R:1 method="wB97M-V/def2-TZVPD" orbital_gap_ha=0.3873 multiplicity=1 lumo_energy_ha=0.0176 homo_energy_ev=-10.06
B -0.912 0.266 0.187 -0.161
C 0.064 -0.434 -0.712 -0.150
C 0.529 0.191 0.631 -0.140
H -2.242 0.976 0.533 0.105
H 0.022 -1.579 -0.789 0.105
H 0.436 -0.029 -1.774 0.126
H 1.134 1.032 0.595 0.060
H 0.968 -0.422 1.329 0.054

[12]
9
Properties=species:S:1:pos:R:3:lowdin_charge:R:1 method="wB97M-V/def2-TZVPD" orbital_gap_ha=0.3343 multiplicity=1 lumo_energy_ha=-0.0107 smiles="C=C=O.B" homo_energy_ev=-9.39
C 1.462 0.341 -0.524 0.002
C 2.721 0.621 -0.371 -0.269
O 3.806 0.854 -0.050 0.176
H 0.827 0.263 -1.331 0.023
H 0.922 -0.227 0.217 0.058
B -2.420 -0.499 0.452 0.126
H -3.582 -0.259 0.513 -0.048
H -2.056 -0.950 1.536 -0.028
H -1.679 -0.143 -0.441 -0.039

Calculated relative energy (zero: lowest compared OMol25 entry of this formula, charge and spin) (kcal per mole), listed in the same order as above: 90.2 89.7 54.0 1.8 53.7 12.4 81.7 39.3 13.6 18.1 42.2 98.1